# 1
An isolated ion of composition C7H12NOS and charge +1 at a distorted geometry. Source: OMol25; level of theory: wB97M-V/def2-TZVPD.

```
22
Properties=species:S:1:pos:R:3:forces:R:3
C 0.144190 -0.059535 -0.745083 0.1 -0.9 3.0
C -0.014403 0.127366 -2.256552 0.5 1.3 -1.0
C 1.596788 -0.059932 -0.294693 -1.7 -0.6 0.5
C 0.710085 0.302197 2.184306 -2.9 -1.2 0.2
C 0.282721 -1.099707 -3.066486 0.1 1.3 -1.7
C 0.438477 0.982342 3.427704 0.3 1.6 3.6
C -2.140717 -0.128288 -0.124775 -2.9 -0.5 3.2
N -0.801396 -0.227058 0.082782 3.5 -0.3 -4.0
O -0.264811 1.221042 -2.682504 0.0 -1.1 0.5
S 1.795779 0.928445 1.122972 1.3 1.8 0.1
H 2.006002 -1.016536 -0.078707 0.0 -1.2 -0.2
H 2.169796 0.412879 -1.008356 1.4 0.8 -1.8
H -0.138703 -0.436006 1.877029 1.5 1.1 0.0
H 0.460232 -0.723274 -4.140816 0.5 -0.8 1.7
H -0.708597 -1.457070 -3.170923 -1.3 -1.1 -0.1
H 0.905870 -1.903017 -2.647309 0.0 0.7 -0.2
H -0.461715 0.683835 3.976708 0.2 -0.6 -0.4
H 0.382334 2.099512 3.661103 0.0 -0.7 -1.9
H 1.285841 0.828568 4.115327 -0.1 -0.6 0.2
H -2.597695 -0.280163 -1.067430 0.3 0.7 -1.8
H -2.386653 0.758976 0.454107 -1.0 0.4 -0.6
H -2.663424 -0.954578 0.381595 0.2 0.1 0.5
```
Positions in Å, forces in eV/Å.

Results
Orbital gap (alpha / beta) (eV): 6.33 / 5.74
Spin multiplicity: 3
Net charge: +1

# 2
A 2-piece molecular cluster, C7H12O overall at a distorted geometry. Source: OMol25; level of theory: wB97M-V/def2-TZVPD.

```
20
Properties=species:S:1:pos:R:3:forces:R:3
C -2.365613 -0.458354 -1.006374 2.5 1.8 0.9
C -1.736345 0.552342 -0.314827 -2.0 -2.9 -2.2
C -0.381875 0.931767 -0.438731 2.7 0.8 0.0
C 0.715747 0.143317 -0.563172 0.1 2.9 -0.6
C 2.070541 0.762886 -0.862462 1.2 -0.3 0.6
C 0.767316 -1.264054 -0.475257 -0.5 -3.7 -0.5
C 0.180879 -2.077714 0.404601 -0.5 -2.2 -0.2
H -1.761839 -1.105820 -1.646439 -0.4 0.1 0.2
H -3.411174 -0.567738 -0.967252 -1.1 -0.2 0.1
H -2.326057 1.249763 0.180832 -1.3 1.0 1.1
H -0.219786 2.046646 -0.429195 0.0 -1.2 -0.2
H 2.749378 0.632627 0.032319 -0.9 1.1 -0.3
H 2.739176 0.190514 -1.504398 -0.7 -0.7 -0.7
H 2.059724 1.734952 -1.380644 -0.1 0.0 1.0
H 1.250962 -1.830422 -1.297959 0.3 0.8 0.5
H -0.569462 -1.725290 1.117142 0.6 0.0 0.2
H 0.270903 -3.264395 0.310914 -0.1 2.9 0.2
O 0.003377 1.386431 3.364133 2.1 -1.4 0.5
H -0.594225 1.744480 2.765694 -2.2 1.4 -1.3
H 0.558373 0.918059 2.711077 0.1 0.0 0.8
```
Positions in Å, forces in eV/Å.

Results
Structure (SMILES): C=C/C=C(/C)C=C.O
Orbital gap (eV): 8.54

# 3
One molecule with the formula C7H12O at a distorted geometry. Source: OMol25; level of theory: wB97M-V/def2-TZVPD.

```
20
Properties=species:S:1:pos:R:3:forces:R:3
C -0.848147 -0.736470 -2.518883 -0.3 -0.2 0.2
C -0.122457 -0.616915 -1.206962 -0.1 -0.3 -0.7
C -0.081141 0.483590 -0.471854 0.4 0.2 0.3
C -0.697673 1.787532 -0.886433 -0.9 -0.1 -0.2
C 0.665545 0.522510 0.855727 -0.2 -0.1 0.0
C 0.201593 -0.524230 1.884446 0.7 -0.3 -0.9
C 1.318910 -1.053892 2.744370 -0.5 -0.5 1.4
O 1.266910 -2.155981 3.240960 0.1 0.1 -0.4
H -0.192086 -0.471875 -3.348877 -0.2 0.1 -0.2
H -1.208220 -1.754205 -2.672280 0.3 -0.1 0.0
H -1.763548 -0.152722 -2.527346 0.1 0.4 -0.2
H 0.425684 -1.527679 -0.964042 0.0 0.3 0.5
H -1.033851 1.830281 -1.924892 0.2 -0.2 0.0
H -1.610835 1.948546 -0.300433 0.2 0.2 0.2
H -0.033838 2.633981 -0.739758 0.2 0.0 0.2
H 1.717677 0.319578 0.637627 0.1 0.2 0.1
H 0.591262 1.529287 1.266850 0.2 0.0 0.1
H -0.129017 -1.403135 1.335461 -0.2 -0.1 0.0
H -0.629672 -0.230301 2.520920 0.0 0.3 0.1
H 2.162904 -0.427898 3.075397 0.1 0.5 -0.5
```
Positions in Å, forces in eV/Å.

Results
Structure (SMILES): C/C=C(\C)CCC=O
Orbital gap (eV): 10.01

# 4
A 2-piece molecular cluster, C7H12O overall. Source: OMol25; level of theory: wB97M-V/def2-TZVPD.

```
20
Properties=species:S:1:pos:R:3:forces:R:3
C -0.994247 -1.704074 -3.541082 -0.4 -0.3 -0.2
C -0.024797 -0.825254 -3.368671 0.0 0.2 0.5
C -0.064532 0.370159 -2.483459 0.4 -0.3 0.0
C 0.306426 0.290814 -1.203175 -0.8 0.3 0.2
C 0.428409 1.449823 -0.320383 -0.2 -0.1 0.1
C 0.819691 1.331848 0.949159 -0.3 -0.3 0.0
C 1.077852 2.453710 1.911983 -0.8 -0.1 0.0
H -1.999538 -1.556524 -3.163016 0.1 0.1 0.2
H -0.836928 -2.626358 -4.094161 0.0 0.2 -0.1
H 0.946499 -1.024668 -3.798344 0.2 -0.1 -0.2
H -0.253844 1.344392 -2.920662 0.0 0.1 -0.1
H 0.443966 -0.679881 -0.730626 0.3 0.0 -0.2
H 0.113264 2.407288 -0.731785 0.5 0.1 -0.1
H 0.834080 0.314524 1.339940 0.5 0.1 0.0
H 0.135082 2.978076 2.077367 -0.1 0.1 0.2
H 1.407335 2.092750 2.886402 0.2 0.1 -0.2
H 1.756642 3.193722 1.510556 0.4 0.0 0.0
O -1.090218 -3.428772 5.432508 0.0 0.0 0.0
H -1.074477 -3.291534 4.474406 -0.2 0.0 0.4
H -1.930665 -3.090043 5.773043 0.3 -0.1 -0.4
```
Positions in Å, forces in eV/Å.

Results
Structure (SMILES): C=C/C=C/C=C/C.O
Orbital gap (eV): 9.19

# 5
C7H12O as an isolated structure at a distorted geometry. Source: OMol25; level of theory: wB97M-V/def2-TZVPD.

```
20
Properties=species:S:1:pos:R:3:forces:R:3
C 1.109273 -0.668321 -1.938527 1.8 -2.4 1.8
C 0.124745 -0.204707 -0.857184 -1.9 -2.9 2.4
C 0.080673 0.660760 0.274512 0.0 -1.9 -3.5
C 1.261059 1.471926 0.519510 3.4 3.8 -1.1
C -1.007977 0.342167 1.260757 0.4 1.5 3.7
C -1.757410 -0.779915 0.690547 -3.5 -2.4 -2.9
C -0.848367 -1.575868 -0.326307 -0.5 -0.1 -0.8
H 1.611131 -1.683074 -1.201084 -1.0 3.0 -2.5
H 0.787029 -1.248929 -2.943016 0.2 1.9 2.6
H 1.942213 0.083880 -2.106830 -0.9 -1.1 -0.1
H 2.061896 1.167206 1.225824 -1.1 -0.4 0.0
H 1.912979 1.537885 -0.521210 -1.8 0.3 2.5
H 0.458604 3.263188 0.453626 -2.0 1.4 -1.8
H -0.406285 0.085198 2.221135 -1.1 0.3 -1.1
H -1.847276 1.172637 1.595370 2.7 -1.5 -0.9
H -2.284184 -1.637122 1.278545 0.8 2.2 -0.2
H -2.592315 -0.127563 0.102466 1.5 -2.4 0.8
H -0.177201 -2.291702 0.258480 -0.4 1.3 -0.7
H -1.500795 -2.610220 -1.085505 1.8 3.9 1.8
O 1.072208 3.042575 1.098891 1.7 -4.6 0.0
```
Positions in Å, forces in eV/Å.

Results
Orbital gap (eV): 9.44

# 6
A 2-piece molecular cluster, C7H12O6 overall at a distorted geometry. Source: OMol25; level of theory: wB97M-V/def2-TZVPD.

```
25
Properties=species:S:1:pos:R:3:forces:R:3
C -1.951873 -1.631923 0.653903 0.5 -0.1 0.6
C -0.658128 -1.939230 1.443846 -0.6 0.1 -0.6
C 0.073413 -0.696239 1.868845 0.1 -0.2 -0.2
O 1.166978 -0.979686 2.698030 0.0 0.3 -0.2
O -0.834546 0.180999 2.556987 0.3 0.0 0.8
C -0.234261 1.333557 2.959619 0.5 1.2 -1.2
O 0.311973 2.111670 2.212478 -0.4 -1.0 0.7
H -2.833034 -1.880449 1.233364 -0.2 0.0 0.1
H -1.953733 -2.196331 -0.266410 -0.2 0.0 -0.2
H -1.960211 -0.577019 0.420462 -0.3 0.2 -0.2
H 0.015191 -2.454640 0.766234 0.3 -0.2 0.1
H -0.861303 -2.594309 2.287830 0.1 0.0 0.2
H 0.452728 -0.180109 0.993216 0.2 0.2 0.0
H 0.838184 -1.549414 3.396451 0.0 -0.2 0.2
H -0.295718 1.535694 4.032371 -0.3 -0.2 0.1
O -1.141234 -0.464534 -2.022393 -0.1 -0.1 -0.1
C -0.250214 0.248728 -2.342037 0.1 0.1 0.0
O 0.162445 0.463133 -3.613116 0.0 0.0 0.0
C 1.094258 1.550921 -3.603830 0.1 0.1 -0.1
C 1.608988 1.522870 -2.178753 0.1 0.1 0.0
O 0.498612 0.964981 -1.470955 0.1 0.0 0.0
H 1.870360 1.390083 -4.346961 -0.1 -0.1 0.0
H 0.558379 2.472628 -3.836228 0.0 0.0 0.0
H 2.469927 0.863160 -2.057950 0.0 0.0 0.0
H 1.852818 2.505458 -1.785003 -0.1 0.0 0.1
```
Positions in Å, forces in eV/Å.

Results
Structure (SMILES): CC[C@H](O)OC=O.O=C1OCCO1
Orbital gap (eV): 11.24

Energy relative to the best compared isomer or geometry (same formula, charge and spin)? In order: 197.9, 254.3, 80.7, 172.8, 601.9, 0.0 kJ/mol.